{
  "formula": "C9H11N2S",
  "method": "ωB97M-V with the def2-TZVPD basis set",
  "elements": ["C", "C", "C", "C", "C", "C", "C", "C", "C", "N", "N", "S", "H", "H", "H", "H", "H", "H", "H", "H", "H", "H", "H"],
  "coordinates": [[-0.104, 1.040, 1.579], [0.061, -1.725, 0.655], [0.124, 1.658, -0.864], [-0.285, 0.115, 2.578], [0.013, -0.071, -2.386], [-0.060, 0.773, 0.179], [-0.049, -0.677, -0.211], [0.525, -3.051, 3.013], [0.028, 2.238, -3.303], [-0.017, -0.961, -1.503], [0.080, 1.288, -2.149], [-0.201, -1.719, 2.383], [-0.278, 1.995, 1.987], [0.285, -2.671, 0.142], [0.102, 2.747, -0.811], [-0.387, 0.368, 3.605], [-0.178, -0.226, -3.496], [0.503, -3.426, 3.941], [1.453, -3.083, 2.530], [0.379, 1.662, -4.149], [0.562, 3.082, -2.990], [-0.945, 2.561, -3.352], [-1.611, -1.916, 2.621]],
  "forces_ev_per_angstrom": [[-1.1280, -1.7739, 1.7751], [0.0858, -1.0520, 0.3291], [-1.2329, 1.1112, 0.7451], [1.1312, -0.3912, -1.6904], [-0.9145, 2.0577, -2.8386], [0.6684, -1.7233, -1.2104], [0.6395, 2.6748, 2.6580], [-0.3259, 2.1472, -3.4718], [0.9592, -2.1384, 1.7492], [0.0233, -1.8865, -1.5990], [0.4065, -1.6017, -0.2477], [-2.3996, 0.1204, -1.5451], [0.2692, 1.5179, -0.1014], [-0.4659, 0.0943, 0.8814], [0.3236, -0.1878, 0.8608], [-0.1269, 0.4774, 0.6756], [0.6117, -0.6477, 1.4929], [-0.7797, -0.8409, 3.4506], [1.5187, -0.2910, -0.6255], [0.1294, 0.6317, -0.3331], [1.4411, 1.1057, -0.2272], [-2.4981, 0.5048, -0.7914], [1.6640, 0.0915, 0.0637]],
  "multiplicity": 1,
  "mol_weight_g_mol": 179.27,
  "relative_energy_kj_mol": 507.6,
  "homo_energy_ev": -11.92,
  "total_charge": 1,
  "lumo_ev": -4.036
}